Formula: C29H38CdN5O10
Source: the Open Molecules 2025 dataset
Level of theory: ωB97M-V/def2-TZVPD

Atoms and positions in Å:
Cd1 -0.8310 0.2929 1.2251
O1 4.1345 1.1135 -4.7198
O2 1.3847 3.2997 3.8572
O3 -2.8123 -0.4259 0.9704
O4 0.3405 -2.0017 0.9481
O5 -0.0595 3.0284 -1.8088
O6 -1.3667 2.5212 0.7166
O7 -1.4585 -0.9594 3.1778
O8 2.2875 -3.1152 1.0704
O9 -4.5998 -1.5437 1.6464
O10 -0.2765 2.0184 3.1688
N1 1.3968 0.0511 2.3643
N2 -0.1362 0.0438 -0.9288
N3 -2.2786 4.4556 1.4010
N4 3.1483 -0.9018 -4.9969
N5 2.7669 0.4024 -3.0687
C1 -0.9852 5.1109 1.4913
C2 -2.3839 3.1854 1.0128
C3 -3.5566 -0.3600 4.2041
C4 -0.8051 -0.5662 -3.1138
C5 3.2051 -2.6032 -3.2257
C6 0.8976 2.1468 3.3882
C7 -1.1542 3.2111 -2.6828
C8 -2.9870 -2.7602 3.6622
C9 1.0899 0.2694 -1.3826
C10 1.7305 -6.1018 -3.0712
C11 -3.4892 -1.1013 1.8322
C12 2.1364 -1.0331 2.1818
C13 -2.8689 -1.3102 3.2319
C14 3.3805 -1.2171 2.7725
C15 1.4532 0.0996 -2.7134
C16 1.4798 -2.0811 1.3193
C17 3.8620 -0.2200 3.6044
C18 2.8088 -2.1797 -4.4891
C19 2.1109 -4.7394 -3.5751
C20 1.8600 1.0070 3.1644
C21 2.8449 -3.8628 -2.7807
C22 3.0855 0.9111 3.8109
C23 0.4684 -0.3290 -3.5963
C24 3.3898 0.2570 -4.3085
C25 -3.7479 2.5680 0.9299
C26 2.0836 -3.0425 -5.2987
C27 1.7509 -4.3089 -4.8456
C28 -1.0831 -0.3734 -1.7724
C29 -3.4399 5.2588 1.7528
H1 -0.2296 4.4947 1.0117
H2 -1.0366 6.0755 0.9856
H3 -1.5747 4.2189 -2.6061
H4 -4.4222 3.2002 0.3540
H5 -1.0589 -1.2430 4.0097
H6 -2.0615 -0.5615 -1.3463
H7 -1.9476 2.4810 -2.4981
H8 3.1803 1.1821 -2.5707
H9 1.3104 -6.7135 -3.8670
H10 0.6837 -0.4555 -4.6460
H11 0.9856 -6.0315 -2.2771
H12 -3.0984 6.1110 2.3353
H13 -1.5882 -0.8964 -3.7798
H14 -0.7907 3.0716 -3.6993
H15 -0.7153 5.2651 2.5362
H16 -4.1748 2.4550 1.9281
H17 3.4238 1.6759 4.4958
H18 3.8024 -1.9548 -2.6031
H19 3.1685 -4.1870 -1.7990
H20 -4.1402 4.6918 2.3595
H21 1.1957 -4.9723 -5.4951
H22 1.7803 -3.7653 0.5462
H23 4.8179 -0.3278 4.0970
H24 -3.2076 -0.5342 5.2234
H25 -0.4114 2.9957 -0.9062
H26 3.9383 -2.1211 2.5902
H27 2.5959 -6.6260 -2.6655
H28 2.3559 3.3032 3.8890
H29 -2.6418 -2.8848 4.6914
H30 -3.9518 5.6288 0.8638
H31 1.7764 -2.7201 -6.2840
H32 -4.0274 -3.0723 3.6048
H33 -3.6724 1.5797 0.4817
H34 -4.6316 -0.5190 4.1739
H35 1.8205 0.6312 -0.6652
H36 3.5098 -0.8615 -5.9411
H37 -3.3414 0.6747 3.9383
H38 -2.3978 -3.4026 3.0081

Values from the calculation:
Charge: +1
Lowest unoccupied orbital energy (eV): -3.740
HOMO energy (eV): -10.72

=====

Formula: C29H38FeIN5O3
Source: the Open Molecules 2025 dataset
Level of theory: ωB97M-V/def2-TZVPD

Atoms and positions in Å:
I1 0.8073 1.3832 3.4885
Fe1 0.3562 1.3304 0.9099
O1 5.1440 1.3099 -2.2837
O2 -0.1235 1.1376 -0.9368
O3 -0.4335 3.7592 0.8707
N1 -4.5456 1.2649 1.9273
N2 2.2460 0.7500 0.7055
N3 -2.8277 -3.0506 -1.5600
N4 -1.8307 0.8955 1.1460
N5 0.9527 1.1882 -4.3027
C1 3.6180 0.6721 4.1885
C2 0.7044 1.0714 -1.9052
C3 -1.4333 -2.9198 0.4993
C4 -4.1224 1.5473 0.5037
C5 0.1904 -4.6013 1.1149
C6 -3.7633 0.1091 2.5020
C7 4.3281 0.3255 -2.9211
C8 2.7365 0.6356 -0.4917
C9 -0.5770 -1.8375 0.7891
C10 -1.2354 1.6675 -3.4013
C11 2.8622 0.6687 -2.9445
C12 -4.1438 -2.8027 -2.0967
C13 2.7680 0.8132 3.1007
C14 1.7682 3.8963 0.0220
C15 3.1638 0.5543 1.7899
C16 0.6053 3.1442 0.6292
C17 0.6958 -2.2513 1.2334
C18 4.9156 0.2414 3.9987
C19 -2.7813 -2.6804 -0.1473
C20 0.2044 1.2846 -3.2381
C21 -1.8216 -2.3244 -2.3220
C22 2.2610 0.8648 -4.1561
C23 5.3337 -0.0582 2.7104
C24 1.0859 -3.5771 1.3953
C25 4.4787 0.0894 1.6355
C26 -2.2861 0.4575 2.4449
C27 -1.0726 -4.2602 0.6615
C28 2.0796 0.7977 -1.7578
C29 -2.6493 1.9186 0.5304
H1 -3.5730 -3.2462 0.3596
H2 -2.5067 2.8740 1.0498
H3 -1.8753 -2.6094 -3.3729
H4 -3.0197 -1.6025 -0.0696
H5 -1.7005 -0.4277 2.7052
H6 4.6641 0.1600 -3.9481
H7 2.6972 3.6532 0.5430
H8 -1.4206 1.9234 -4.4411
H9 0.4741 -5.6400 1.2357
H10 3.2545 0.8941 5.1828
H11 -4.4155 -1.7261 -2.0541
H12 6.3382 -0.4198 2.5341
H13 -2.2934 2.0706 -0.4886
H14 3.7916 0.4318 -0.5933
H15 -4.8929 -3.3612 -1.5326
H16 -4.1943 -3.1129 -3.1407
H17 1.5839 4.9704 0.0432
H18 1.4405 -1.5039 1.4963
H19 -1.9714 -1.2264 -2.2451
H20 -1.5673 0.0583 0.5624
H21 -0.8272 -2.5407 -1.9387
H22 4.9267 2.1660 -2.6680
H23 -4.7513 2.3528 0.1265
H24 -4.0026 -0.7497 1.8839
H25 4.5054 -0.6012 -2.3719
H26 2.8310 0.7705 -5.0736
H27 2.0858 -3.8100 1.7490
H28 5.5826 0.1278 4.8423
H29 -1.7821 -5.0406 0.3990
H30 -2.0985 1.2511 3.1845
H31 1.8922 3.5660 -1.0138
H32 -1.8970 0.8436 -3.1059
H33 4.8631 -0.1820 0.6644
H34 -4.1132 -0.0610 3.5196
H35 -4.3585 2.1025 2.4830
H36 -5.5451 1.0789 1.9807
H37 -4.3076 0.6316 -0.0588
H38 -1.4757 2.5199 -2.7610

Values from the calculation:
Lowest unoccupied orbital energy (spin up / spin down) (eV): -0.781 / -0.782
HOMO energy (spin up / spin down) (eV): -6.19 / -6.19

=====

Formula: C29H38GeN2O2Re
Source: the Open Molecules 2025 dataset
Level of theory: ωB97M-V/def2-TZVPD

Atoms and positions in Å:
Re1 -0.3671 0.1263 0.1748
Ge1 -2.7566 2.4392 -0.7186
O1 0.7299 -1.1670 -0.8381
O2 0.0801 -1.9425 1.0784
N1 -2.0711 -0.9834 -0.3991
N2 -6.1118 -1.8605 1.9679
C1 3.8404 -0.9760 1.2158
C2 2.8555 0.1331 0.9288
C3 -0.9966 1.4783 -1.1887
C4 -0.0237 1.8571 2.7302
C5 2.2993 2.1565 -0.3156
C6 -5.2612 -1.8681 1.1961
C7 1.7826 0.3552 1.7899
C8 -3.1338 2.6647 1.1817
C9 2.7793 -5.7625 -0.7417
C10 -3.2190 -2.4674 -1.8653
C11 2.0907 -5.5992 0.4558
C12 -3.0859 -1.0735 0.4743
C13 4.0697 0.6046 -1.2200
C14 -4.2721 -2.5608 -0.9700
C15 1.4119 -4.4198 0.7015
C16 1.2524 2.4241 0.5754
C17 1.4304 -3.4078 -0.2589
C18 2.1189 -3.5701 -1.4638
C19 -2.1359 -1.6762 -1.5577
C20 2.6517 3.1737 -1.3770
C21 2.7943 -4.7536 -1.7010
C22 3.0431 0.9757 -0.1809
C23 0.9166 1.4789 1.5832
C24 -4.2012 -1.8481 0.2209
C25 0.7285 -2.1757 0.0354
C26 0.5283 3.7422 0.5027
C27 1.6110 -0.4944 3.0252
C28 -4.1730 1.4107 -1.5658
C29 -2.5476 4.1594 -1.5688
H1 1.9197 3.1943 -2.1915
H2 0.5776 4.1855 -0.4886
H3 -0.2780 2.2588 -1.4331
H4 3.6244 2.9813 -1.8173
H5 -1.3151 0.9913 -2.1184
H6 -4.7354 2.0870 -2.2114
H7 2.6866 4.1757 -0.9500
H8 -2.2285 4.0376 -2.6042
H9 0.5877 -0.5130 3.3902
H10 2.0838 -6.3918 1.1916
H11 2.2345 -0.0816 3.8254
H12 -3.7858 0.6034 -2.1893
H13 -3.5173 4.6624 -1.5645
H14 3.3309 -4.8956 -2.6293
H15 -3.0028 -0.5293 1.4059
H16 4.1968 -0.4742 -1.2728
H17 3.5077 -1.9415 0.8233
H18 -0.5625 2.7759 2.5388
H19 -1.8315 4.7876 -1.0415
H20 1.9166 -1.5226 2.8615
H21 -2.8511 1.8347 1.8294
H22 3.9906 -1.0967 2.2870
H23 0.5612 1.9968 3.6415
H24 -0.7632 1.0871 2.9726
H25 -5.1374 -3.1749 -1.1850
H26 -4.8683 1.0054 -0.8310
H27 -2.6637 3.5708 1.5640
H28 -0.5177 3.6569 0.7785
H29 5.0480 1.0383 -0.9939
H30 3.3083 -6.6885 -0.9314
H31 3.7781 0.9576 -2.2062
H32 0.8693 -4.2734 1.6267
H33 -3.2333 -3.0048 -2.8030
H34 0.9867 4.4519 1.1991
H35 -1.2955 -1.5752 -2.2299
H36 -4.2152 2.7905 1.2734
H37 4.8113 -0.7654 0.7758
H38 2.1246 -2.7752 -2.1996

Values from the calculation:
Charge: +2
<S²>: 3.78
Lowest unoccupied orbital energy (spin up / spin down) (eV): -7.306 / -7.872
HOMO energy (spin up / spin down) (eV): -14.56 / -14.86
2S+1: 4

=====

Formula: C29H38N3O3S
Source: the Open Molecules 2025 dataset
Level of theory: ωB97M-V/def2-TZVPD

Atoms and positions in Å:
S1 -0.3076 -7.5178 -1.0026
O1 0.4641 -2.8903 -2.7519
O2 -0.5710 1.0895 -1.2177
O3 -1.2557 -3.6409 1.5808
N1 -0.0710 -4.9664 -1.9205
N2 1.3682 0.1735 4.7919
N3 -0.1013 -5.2452 0.3936
C1 -3.0731 2.3955 -1.8738
C2 -3.2569 0.9587 -2.3740
C3 -0.2502 -2.9937 -0.4977
C4 -4.1880 3.2567 -2.4691
C5 -1.4914 4.0852 -2.9742
C6 2.7070 0.1445 5.3418
C7 0.3485 0.5533 5.7460
C8 -0.1536 -5.8558 -0.8554
C9 1.0691 -0.1262 3.4942
C10 0.8251 2.9203 -1.8322
C11 0.0732 -3.5653 -1.7966
C12 -1.6674 2.9428 -2.2186
C13 1.4746 -1.4497 1.4955
C14 0.1943 -5.5068 -3.2459
C15 3.3041 3.2128 -1.2989
C16 2.3675 0.9243 -1.4640
C17 -0.4757 2.2459 -1.7190
C18 1.7301 2.3993 0.4335
C19 0.2284 -1.0552 0.9493
C20 -0.1428 0.3383 2.9119
C21 2.0505 2.3675 -1.0641
C22 0.8996 4.0660 -2.6001
C23 -0.2188 -1.6352 -0.3059
C24 -3.2358 2.4005 -0.3496
C25 -0.5369 -0.1049 1.6625
C26 1.9158 -0.9621 2.7141
C27 -0.2273 -6.1286 1.5529
C28 -0.2260 4.6202 -3.2073
C29 -0.6062 -3.9272 0.5785
H1 2.6721 0.8722 -2.5139
H2 0.4510 -6.9679 1.3907
H3 3.1835 0.5328 -0.8438
H4 1.4879 0.2950 -1.3223
H5 1.8627 4.5669 -2.7183
H6 3.5955 3.1935 -2.3557
H7 0.7065 0.2707 6.7414
H8 3.0236 1.1593 5.6257
H9 -0.1569 -6.5361 -3.2260
H10 4.1442 2.8144 -0.7145
H11 -0.6021 0.0427 5.5501
H12 0.8646 1.7632 0.6439
H13 -4.2438 2.0626 -0.0723
H14 -1.2494 -6.5196 1.6351
H15 -4.1315 4.2885 -2.1051
H16 -0.7723 1.0382 3.4578
H17 1.5006 3.4258 0.7519
H18 -3.1880 0.9157 -3.4658
H19 2.7009 -0.4708 6.2514
H20 0.0431 -5.5686 2.4521
H21 -4.1487 3.2569 -3.5649
H22 -2.4782 0.3234 -1.9471
H23 -3.0814 3.4136 0.0420
H24 -5.1665 2.8556 -2.1722
H25 -4.2416 0.5808 -2.0670
H26 3.4389 -0.2592 4.6377
H27 3.1459 4.2502 -0.9827
H28 2.5795 2.0211 1.0184
H29 0.1622 1.6374 5.7341
H30 1.2691 -5.4827 -3.4600
H31 -2.3646 4.5927 -3.3858
H32 -0.3300 -4.9156 -3.9985
H33 -1.4760 0.2270 1.2183
H34 2.0730 -2.1654 0.9260
H35 -0.5034 -0.9925 -1.1333
H36 2.8839 -1.2784 3.1050
H37 -0.1202 5.5016 -3.8444
H38 -2.4978 1.7316 0.1046

Values from the calculation:
Charge: -1
Lowest unoccupied orbital energy (eV): 1.502
HOMO energy (eV): -3.15

=====

Formula: C29H38N4O8W
Source: the Open Molecules 2025 dataset
Level of theory: ωB97M-V/def2-TZVPD

Atoms and positions in Å:
W1 -0.5067 -0.1035 0.4944
O1 -4.2279 -1.4225 4.8883
O2 -1.9154 -2.0830 3.7789
O3 -0.9955 1.0850 -0.8964
O4 -0.7744 -1.1221 2.0676
O5 -5.8308 0.0835 4.5936
O6 -0.2841 1.5914 1.3929
O7 -3.3913 -0.0058 -0.9590
O8 -1.7580 -1.4101 -0.4605
N1 -2.5245 0.4818 1.4188
N2 -0.7840 2.6881 0.7550
N3 -1.0395 2.4069 -0.5171
N4 -3.5156 1.4031 1.3460
C1 2.2101 -4.0506 0.3973
C2 1.7008 -0.6716 1.2099
C3 -1.0922 3.0304 -2.8361
C4 1.0989 -3.1821 1.0135
C5 -4.4416 1.2109 2.2948
C6 -1.1463 3.3775 -1.4812
C7 1.0119 -1.2562 -0.9189
C8 0.0967 -3.2129 -2.4079
C9 -1.1241 4.0212 -3.7937
C10 -2.8388 -0.3027 2.4854
C11 -1.2725 4.7207 -1.1017
C12 1.3601 -3.1784 2.5293
C13 0.2001 -0.9178 -3.2658
C14 1.9268 0.4637 0.3848
C15 -4.7827 -0.4074 4.2473
C16 -1.8306 -1.2577 2.8501
C17 2.7886 1.6725 0.7203
C18 2.6179 2.0906 2.1832
C19 -2.9095 -1.1186 -0.9552
C20 -4.0603 0.1312 3.0686
C21 2.3330 -2.1599 -2.8008
C22 0.8946 -1.9085 -2.3087
C23 2.4455 2.8707 -0.1756
C24 -0.2913 -3.8181 0.8050
C25 1.4749 0.1091 -0.8996
C26 4.2498 1.2500 0.4827
C27 -1.3145 5.6952 -2.0759
C28 1.1852 -1.7604 0.4282
C29 -1.2288 5.3556 -3.4216
H1 -1.3173 4.9518 -0.0505
H2 4.9175 2.0716 0.7290
H3 -3.4542 -1.9823 -1.3964
H4 1.5661 2.2461 2.4109
H5 3.0415 3.7305 0.1227
H6 -1.2453 6.1293 -4.1749
H7 4.5079 0.3985 1.1084
H8 1.6203 0.7221 -1.7820
H9 0.8636 -0.1118 -3.5670
H10 3.1526 3.0199 2.3610
H11 -5.3068 1.8365 2.3898
H12 2.8248 -2.9241 -2.2055
H13 -1.0532 3.7497 -4.8374
H14 -1.0057 1.9898 -3.1071
H15 2.3182 -2.4821 -3.8388
H16 -0.2012 -4.8823 0.5954
H17 2.0761 -4.2177 -0.6648
H18 2.3814 -2.8902 2.7624
H19 3.0106 1.3361 2.8577
H20 -0.6940 -0.5008 -2.7937
H21 -0.8393 -3.3540 -0.0075
H22 -0.9541 -3.0283 -2.2001
H23 -3.3383 -1.7193 4.5326
H24 -0.8922 -3.7069 1.7059
H25 4.4106 0.9724 -0.5564
H26 1.3976 3.1440 -0.0668
H27 3.1770 -3.5788 0.5571
H28 0.4606 -3.9913 -1.7485
H29 -3.5440 2.0518 0.5702
H30 1.2095 -4.1857 2.9064
H31 0.6668 -2.5256 3.0513
H32 2.6508 2.6657 -1.2241
H33 -0.1054 -1.4379 -4.1710
H34 -1.4093 6.7307 -1.7810
H35 2.2250 -5.0190 0.8908
H36 0.1690 -3.5821 -3.4296
H37 2.9270 -1.2518 -2.7306
H38 2.0721 -0.7638 2.2216

Values from the calculation:
Lowest unoccupied orbital energy (spin up / spin down) (eV): -1.079 / -1.836
HOMO energy (spin up / spin down) (eV): -6.81 / -6.30

=====

Formula: C29H38N4O8W
Source: the Open Molecules 2025 dataset
Level of theory: ωB97M-V/def2-TZVPD

Atoms and positions in Å:
W1 0.6609 -0.0403 -0.1803
O1 2.7903 0.3348 -0.2277
O2 2.6296 1.8162 -1.9274
O3 -0.9828 -0.9309 -0.9573
O4 1.3665 -1.8866 -0.1041
O5 2.7759 -3.3853 -5.5105
O6 3.0354 -4.2799 -3.4951
O7 2.2311 -3.7165 -1.0017
O8 -0.2198 1.3590 -1.2123
N1 -1.1273 1.0334 -2.0567
N2 -1.4710 -0.1709 -1.9564
N3 1.2422 -0.6147 -2.2549
N4 1.2400 -0.0846 -3.4606
C1 0.3861 3.8163 2.7022
C2 0.8573 3.7400 0.2391
C3 -3.2702 0.0554 -3.5928
C4 0.5593 1.5602 1.5859
C5 -0.7506 0.9404 1.4531
C6 1.4279 0.5118 2.0434
C7 2.5642 3.0433 1.8606
C8 1.7193 -1.8262 -2.3684
C9 1.0196 -1.6162 4.4320
C10 1.2229 -1.9202 2.9394
C11 3.2664 1.1038 -1.1631
C12 -2.5199 -2.1345 -2.8884
C13 -2.5528 1.7516 2.9171
C14 -0.5774 -0.4422 1.7675
C15 -3.4379 -2.7161 -3.7508
C16 -4.2650 -1.9248 -4.5331
C17 0.7397 -0.6843 2.2135
C18 1.7955 -2.5819 -1.0777
C19 2.7091 -2.1858 2.6786
C20 -3.1802 0.3959 0.9540
C21 1.7083 -0.9437 -4.3682
C22 -2.4440 -0.7543 -2.8272
C23 1.0575 3.0165 1.5750
C24 -4.1792 -0.5407 -4.4499
C25 2.6332 -3.3230 -4.3180
C26 -2.1957 1.4726 1.4464
C27 -2.4482 2.7417 0.6233
C28 0.3959 -3.1554 2.5657
C29 2.0366 -2.1067 -3.6926
H1 -4.8262 0.0810 -5.0539
H2 -2.8562 -0.0844 0.0346
H3 0.8529 4.8030 2.7697
H4 -3.5946 2.0817 2.9832
H5 -1.9204 2.5188 3.3574
H6 1.0466 0.9045 -3.5460
H7 -3.4953 -3.7946 -3.8167
H8 -0.0250 -1.3710 4.6444
H9 1.3936 3.2324 -0.5610
H10 2.4538 0.6527 2.3237
H11 2.8366 -4.0866 -2.5454
H12 2.8999 -2.3686 1.6241
H13 1.2501 4.7579 0.3284
H14 -4.9811 -2.3852 -5.2016
H15 2.9160 4.0740 1.7752
H16 4.3582 1.0635 -1.2714
H17 3.3258 -1.3435 3.0028
H18 -3.3358 -0.3840 1.7017
H19 -1.3814 -1.1520 1.8481
H20 -4.1508 0.8612 0.7710
H21 -0.1868 3.8102 -0.0507
H22 1.2964 -2.4914 5.0268
H23 -3.5208 2.9523 0.6222
H24 3.1229 2.4366 1.1481
H25 -2.1260 2.6348 -0.4096
H26 -3.1988 1.1317 -3.5058
H27 -0.6759 3.9705 2.5261
H28 0.5073 3.3144 3.6675
H29 -0.6332 -3.0675 2.9258
H30 3.0261 -3.0667 3.2428
H31 -1.8659 -2.7327 -2.2697
H32 2.7928 2.7011 2.8737
H33 1.7892 -0.7091 -5.4179
H34 0.8338 -4.0422 3.0297
H35 -1.9530 3.6104 1.0489
H36 -2.4439 0.8422 3.5144
H37 1.6396 -0.7732 4.7491
H38 0.3807 -3.3095 1.4887

Values from the calculation:
Lowest unoccupied orbital energy (eV): -0.727
HOMO energy (eV): -6.83

=====

The calculation returns the following ΔE to the lowest compared entry with this formula, charge and spin values, one per record and in order: 1.1498, 0.0000, 0.0000, 0.0000, 3.2065, 1.4343 eV.